{"formula": "C15H32EuNO3P2", "method": "ωB97M-V with the def2-TZVPD basis set", "elements": ["C", "C", "H", "H", "C", "H", "H", "H", "H", "O", "O", "H", "H", "P", "H", "H", "C", "H", "H", "H", "C", "N", "P", "H", "H", "H", "C", "H", "H", "H", "H", "H", "C", "C", "O", "H", "H", "H", "C", "C", "C", "H", "C", "H", "H", "H", "H", "C", "Eu", "H", "C", "H", "C", "H"], "xyz": [[-2.4252, 1.9013, 1.5160], [-1.8617, 0.5071, -2.9697], [3.1903, -1.2752, 3.0739], [-0.2578, -1.7902, 3.3012], [-0.4471, -1.9444, -2.1649], [0.9898, -2.6110, 3.6728], [0.0362, -3.9671, 0.1239], [-2.0820, 2.6815, -0.4823], [-4.1454, 0.6180, 1.8342], [-0.4437, -3.3286, 0.6884], [-1.5331, 0.8211, 1.4239], [-0.0564, -3.4486, 1.5993], [4.0928, 1.7065, 2.6519], [2.3973, 0.3647, 1.4950], [2.4657, 1.7562, 3.4356], [-2.6258, 1.6605, 3.6567], [2.6407, -0.0782, -1.2954], [-0.8575, 0.8652, -3.2238], [3.5589, -1.7769, 1.3888], [4.2823, 0.5394, -0.0170], [-3.8471, 1.4478, 1.1850], [1.4021, -0.6195, -1.2388], [-1.8234, -0.7826, -1.6680], [-2.7524, 3.8675, 0.6523], [1.2109, -1.9674, -4.3129], [-4.5403, 2.2858, 1.3346], [-2.3917, 2.4527, 2.9388], [-4.1637, -1.3255, -1.6111], [2.7785, 2.7180, 1.9570], [3.5899, -1.0833, -4.4045], [-1.4039, 2.8553, 3.1862], [-3.1918, -2.8002, -1.8481], [1.6816, -1.4732, -3.4682], [3.5419, -0.9324, 2.0901], [0.4873, -2.2977, 2.9035], [-3.9437, 1.1124, 0.1451], [-2.4434, 1.3560, -2.5759], [-3.1234, 3.2625, 3.0472], [2.9633, -0.9400, -3.5279], [3.4382, -0.2267, -2.4286], [-2.0497, 3.0289, 0.5567], [4.5542, -0.5121, 2.1746], [-3.3005, -1.7486, -2.1474], [-2.3570, 0.1394, -3.8760], [4.4328, 0.2112, -2.3863], [-0.7514, -2.3735, -3.1297], [-1.0497, 3.4066, 0.7926], [3.1970, 0.7302, -0.1272], [-0.1764, -0.7799, 0.8442], [-0.4286, -2.7858, -1.4050], [0.9430, -1.3349, -2.2905], [3.0705, 1.8169, -0.3166], [3.0082, 1.7762, 2.4767], [-3.4796, -1.6854, -3.2303]], "atomic_forces_ev_per_a": [[0.112, -0.270, 0.121], [0.016, 0.184, -0.051], [0.300, -0.005, -0.263], [0.522, -0.536, 0.063], [0.111, -0.739, -0.364], [-0.048, 0.093, -0.265], [-0.456, 0.328, 0.439], [0.107, 0.016, 0.110], [0.018, 0.115, -0.024], [0.896, -1.021, 0.606], [0.287, -0.027, -0.036], [-0.539, -0.004, -1.040], [-0.367, 0.071, -0.051], [0.917, 0.396, -0.050], [0.346, 0.203, -0.256], [-0.038, 0.081, -0.067], [-0.072, -0.051, -0.343], [-0.171, -0.018, 0.122], [-0.024, 0.102, 0.228], [-0.453, 0.174, -0.233], [-0.240, 0.012, 0.095], [0.550, -0.141, -0.054], [0.139, 0.116, 0.124], [0.129, -0.157, -0.036], [0.289, -0.083, 0.112], [-0.001, -0.243, -0.044], [-0.170, 0.153, 0.195], [0.211, -0.191, -0.243], [0.004, -0.264, 0.270], [-0.166, 0.105, 0.098], [-0.051, -0.087, -0.111], [-0.080, 0.273, -0.042], [-0.272, 0.084, 0.279], [0.008, -0.172, 0.121], [-0.560, 0.492, 1.087], [0.158, 0.052, 0.092], [0.229, -0.261, -0.170], [0.107, -0.120, 0.121], [0.028, 0.195, 0.308], [0.024, -0.216, 0.144], [0.066, 0.148, -0.089], [-0.232, -0.251, 0.046], [-0.196, -0.156, 0.134], [0.186, 0.073, 0.113], [-0.157, -0.150, -0.298], [0.347, -0.156, 0.180], [-0.032, -0.080, -0.124], [-0.111, 0.090, -0.156], [-1.120, 0.814, -0.167], [-0.157, 1.053, -1.047], [-0.238, 0.473, -0.114], [0.017, -0.559, -0.033], [-0.220, 0.190, 0.249], [0.046, -0.127, 0.313]], "homo_lumo_gap_ev": [6.83, 7.87], "multiplicity": 8, "lumo_energy_ev": [-2.9, -2.9], "total_charge": 1}


{"formula": "C15H32FO4S", "method": "ωB97M-V with the def2-TZVPD basis set", "elements": ["H", "H", "H", "C", "F", "H", "C", "O", "C", "H", "H", "O", "O", "H", "S", "H", "O", "H", "H", "H", "H", "H", "C", "H", "H", "C", "H", "H", "C", "H", "C", "H", "C", "C", "H", "H", "C", "H", "H", "H", "H", "H", "C", "H", "C", "H", "H", "H", "H", "H", "C", "C", "C"], "xyz": [[3.9332, -3.5158, -6.1878], [-3.2811, 2.2832, -0.3013], [3.7682, -0.2788, -3.9243], [-3.1878, 1.6177, -1.2410], [-5.5330, 1.2724, -1.8474], [-2.2313, 0.9848, 3.5237], [-4.2025, -0.7696, -1.9954], [4.0750, -1.5007, -5.7600], [-0.2552, 2.0222, -1.8734], [-0.2071, 3.0033, -1.2885], [-3.3500, -1.9726, 5.9621], [0.6093, 0.8193, 5.1199], [-3.3032, -0.0232, 5.2834], [0.4820, 1.0421, 4.1872], [-1.5150, 0.8200, -1.1442], [-3.2373, 2.2478, -2.1909], [-0.7291, 1.8109, 2.3701], [-4.6049, -0.8875, 6.6327], [-1.0531, 1.3566, 1.5843], [5.8054, -0.9823, -2.0780], [3.9482, -1.2740, -6.6899], [1.3099, -0.7699, 6.2087], [-4.0365, -1.1525, 5.7380], [0.9980, 1.1325, 0.5328], [-5.2269, -1.0706, -2.4283], [1.1414, 1.2061, -1.8317], [-4.7454, 0.3750, -0.1244], [-1.4998, 2.4782, 4.1558], [1.6150, 0.8108, -0.3852], [-1.4115, -0.2910, -1.9865], [1.9029, 0.8424, -3.1219], [5.3103, -1.3128, -0.2564], [4.6247, -2.8114, -5.7195], [3.6550, -0.3953, -1.5517], [4.6566, -2.3720, -1.6170], [4.7793, -3.0961, -4.6784], [4.9860, -1.2982, -1.3550], [5.5829, -2.8257, -6.2440], [-3.4952, -0.6807, -2.8917], [-0.5347, 2.2618, -2.9580], [1.5393, 1.1555, -4.1676], [-3.8815, -1.6532, -1.3321], [3.2055, 0.0192, -2.9717], [-2.6146, 2.5620, 2.7696], [-1.8370, 1.9661, 3.2549], [0.4606, -1.1963, 4.7025], [-4.7257, -1.4638, 4.9526], [-2.7019, 0.2318, 5.9955], [3.2558, -0.3124, 0.7965], [2.1132, -0.5100, 4.6410], [-4.4230, 0.5948, -1.1930], [1.1548, -0.4903, 5.1665], [2.9120, -0.0098, -0.2414]], "atomic_forces_ev_per_a": [[0.134, -0.153, 0.076], [0.603, -0.924, -1.584], [-0.799, 0.365, 1.722], [-1.374, 0.461, -0.143], [1.945, -0.720, 1.172], [-0.108, 0.189, 0.168], [-0.660, -0.302, -0.146], [-0.132, 0.242, -0.081], [1.836, -0.297, -1.420], [-0.443, -1.666, -0.381], [-0.179, -0.131, 0.041], [-0.120, 0.125, -0.085], [0.115, 0.100, -0.014], [0.001, 0.044, 0.182], [0.400, 0.488, 0.337], [-0.005, -0.905, 1.289], [0.469, 0.042, -0.384], [-0.095, -0.210, -0.023], [0.094, -0.071, 0.253], [-1.026, -0.368, 1.143], [0.027, 0.045, 0.242], [-0.031, 0.099, -0.091], [0.140, 0.061, 0.215], [1.169, -0.506, -1.609], [1.573, 0.541, 0.725], [1.371, -0.999, 0.880], [0.415, 0.456, -1.413], [0.058, -0.054, -0.161], [2.141, -1.162, -3.079], [-0.396, 1.287, 0.224], [1.275, -1.232, 3.391], [-0.339, 0.251, -1.752], [0.015, -0.021, -0.243], [-0.868, 0.921, 0.333], [0.690, 1.552, 0.346], [-0.049, 0.112, -0.075], [-1.606, -0.138, -0.376], [0.014, -0.200, 0.085], [-0.962, 0.039, 1.272], [0.203, -0.437, 1.599], [0.548, -0.499, 1.951], [-0.294, 1.525, -0.847], [-2.393, 1.153, 2.928], [-0.075, 0.064, 0.173], [-0.407, -0.205, -0.040], [0.120, -0.200, 0.052], [0.092, 0.105, 0.033], [-0.064, 0.024, -0.230], [-0.290, 0.369, -1.694], [0.051, -0.227, 0.077], [-0.383, -0.773, -1.006], [-0.081, 0.172, -0.221], [-2.320, 1.568, -3.811]], "homo_lumo_gap_ev": 8.42, "multiplicity": 1, "lumo_energy_ev": -3.2, "total_charge": 1}


Energy relative to the best compared isomer or geometry (same formula, charge and spin) (eV)
0.000; 3.489